Record 1
Computed, not measured: one molecule with the formula Cl3O2P in a non-equilibrium geometry, with wB97M-V/def2-TZVPD.

- orbital gap (alpha / beta) (Eh) = 0.293 / 0.258
- expectation value of S² = 2.01
- E_LUMO (alpha / beta) (eV) = -0.66 / -3.53
- total charge = 0
- multiplicity = 3
- HOMO energy (alpha / beta) (eV) = -8.624 / -10.560

```
6
Properties=species:S:1:pos:R:3:lowdin_spin:R:1
O 1.65 0.97 0.45 0.24
O -2.14 -1.18 -1.21 0.70
P 0.49 0.27 -0.11 0.32
Cl -1.84 -0.26 -0.07 0.53
Cl 1.45 -1.54 -0.32 0.11
Cl -0.05 1.26 -1.72 0.10
```

Record 2
Computed, not measured: one molecule with the formula Cl3PS3 in a non-equilibrium geometry, with wB97M-V/def2-TZVPD.

- SMILES = ClSSP(Cl)SCl
- orbital gap (Eh) = 0.287
- E_LUMO (eV) = -1.17
- total charge = 0
- HOMO energy (eV) = -8.969

```
7
Properties=species:S:1:pos:R:3:lowdin_charge:R:1
Cl -0.63 0.75 3.32 0.05
S -1.91 0.92 1.83 -0.08
S -1.53 -0.60 0.44 -0.02
P -0.07 -0.45 -1.41 -0.09
Cl 0.26 -2.45 -1.55 0.11
S 1.74 0.19 -0.67 -0.01
Cl 2.13 1.66 -1.97 0.05
```

Record 3
Computed, not measured: Cl4FO16Sr as an isolated structure in a non-equilibrium geometry, with wB97M-V/def2-TZVPD.

- orbital gap (Eh) = 0.324
- E_LUMO (eV) = 7.00
- total charge = -3
- HOMO energy (eV) = -1.818

```
22
Properties=species:S:1:pos:R:3:lowdin_charge:R:1
Sr -0.17 -0.06 0.13 1.57
F -1.09 2.12 0.32 -0.78
Cl -1.58 0.80 -3.74 0.63
O -0.66 0.36 -2.70 -0.44
O -2.11 2.10 -3.43 -0.36
O -0.86 0.84 -4.99 -0.39
O -2.68 -0.14 -3.80 -0.38
Cl 0.88 -0.01 4.03 0.63
O -0.22 0.90 3.85 -0.37
O 1.21 -0.51 2.70 -0.44
O 1.97 0.63 4.71 -0.37
O 0.46 -1.15 4.80 -0.39
Cl -1.88 -3.40 0.48 0.64
O -1.14 -3.41 1.70 -0.34
O -1.29 -2.44 -0.44 -0.48
O -1.83 -4.67 -0.24 -0.40
O -3.29 -3.16 0.64 -0.36
Cl 2.85 2.25 -0.83 0.65
O 3.70 2.95 0.13 -0.39
O 2.04 1.30 -0.08 -0.50
O 1.98 3.17 -1.49 -0.33
O 3.73 1.55 -1.73 -0.38
```

Record 4
Computed, not measured: a 2-piece molecular cluster, Cl4H2S2Si2 overall in a non-equilibrium geometry, with wB97M-V/def2-TZVPD.

- SMILES = S=[Si](Cl)[Si](Cl)(Cl)Cl.S
- orbital gap (Eh) = 0.301
- E_LUMO (eV) = -1.53
- total charge = 0
- HOMO energy (eV) = -9.712

```
10
Properties=species:S:1:pos:R:3:lowdin_charge:R:1
S 1.33 2.07 -1.44 0.16
Si 1.71 0.95 0.17 -0.42
Cl 2.30 1.58 1.96 0.32
Si 1.30 -1.27 0.19 -1.01
Cl -0.68 -1.80 0.05 0.28
Cl 2.09 -2.20 1.79 0.30
Cl 2.15 -2.03 -1.35 0.40
S -3.42 0.72 0.00 0.46
H -4.46 1.25 -0.65 -0.22
H -2.32 0.73 -0.71 -0.27
```

Record 5
Computed, not measured: a 2-piece molecular cluster, Cl4N4 overall in a non-equilibrium geometry, with wB97M-V/def2-TZVPD.

- orbital gap (alpha / beta) (Eh) = 0.282 / 0.253
- E_LUMO (alpha / beta) (eV) = -1.66 / -1.82
- total charge = 0
- HOMO energy (alpha / beta) (eV) = -9.344 / -8.697

```
8
Properties=species:S:1:pos:R:3:lowdin_charge:R:1
N -1.02 0.00 -0.65 -0.01
N -1.84 -0.35 0.08 -0.49
N 0.59 0.58 0.57 -0.67
N 1.64 0.25 0.05 -0.93
Cl -3.40 -0.97 -0.39 0.49
Cl 0.11 2.16 0.42 0.65
Cl 1.73 -1.52 -0.04 0.55
Cl 2.23 0.92 -1.57 0.40
```

Record 6
Computed, not measured: a 2-piece molecular cluster, Cl5H3Si3 overall in a non-equilibrium geometry, with wB97M-V/def2-TZVPD.

- orbital gap (Eh) = 0.279
- E_LUMO (eV) = -2.12
- total charge = 0
- HOMO energy (eV) = -9.727

```
11
Properties=species:S:1:pos:R:3:lowdin_charge:R:1
Si 0.98 -1.57 1.13 0.49
Si -0.62 -0.38 -0.09 -0.07
Si -0.25 1.49 -1.31 -1.04
Cl -2.39 -1.21 -0.42 0.34
Cl -1.00 1.69 2.06 -0.29
Cl 1.19 2.70 -0.64 0.32
Cl -1.87 2.66 -1.43 0.31
Cl 0.31 0.92 -3.19 0.27
H 1.32 -1.63 2.52 -0.10
H 2.19 -1.86 0.47 -0.13
H 0.13 -2.82 0.91 -0.10
```

Record 7
Computed, not measured: Cl7CuO28 as an isolated structure in a non-equilibrium geometry, with wB97M-V/def2-TZVPD.

- orbital gap (Eh) = 0.206
- E_LUMO (eV) = 11.57
- total charge = -6
- HOMO energy (eV) = 5.951

```
36
Properties=species:S:1:pos:R:3:lowdin_charge:R:1
Cu -0.08 0.09 0.57 0.58
Cl 2.51 -1.55 3.68 0.71
O 3.58 -0.53 3.43 -0.44
O 1.21 -1.14 2.99 -0.36
O 3.21 -2.79 3.35 -0.40
O 2.17 -1.51 5.11 -0.46
Cl 0.11 -0.41 -4.51 0.51
O -0.23 -1.26 -3.38 -0.36
O 1.23 -0.97 -5.15 -0.40
O -0.98 -0.28 -5.39 -0.41
O 0.32 0.82 -3.97 -0.33
Cl -3.10 1.64 -1.66 0.61
O -1.92 1.06 -1.01 -0.37
O -2.93 2.99 -1.88 -0.37
O -3.15 0.93 -2.95 -0.39
O -4.19 1.52 -0.73 -0.39
Cl 2.02 2.64 -1.27 0.61
O 1.27 1.89 -0.28 -0.35
O 2.78 1.80 -2.20 -0.39
O 1.02 3.31 -1.98 -0.35
O 3.03 3.50 -0.76 -0.41
Cl -2.04 2.85 3.88 0.48
O -2.70 1.66 3.81 -0.34
O -2.16 3.42 5.11 -0.40
O -0.65 2.62 3.54 -0.36
O -2.71 3.66 2.97 -0.37
Cl -2.41 -2.18 0.67 0.67
O -3.33 -1.95 -0.45 -0.40
O -1.28 -2.93 0.14 -0.33
O -2.26 -1.04 1.52 -0.32
O -3.32 -3.18 1.32 -0.49
Cl 3.06 -2.91 -0.90 0.49
O 2.67 -1.82 -0.14 -0.32
O 2.81 -4.08 -0.03 -0.43
O 2.17 -3.01 -1.94 -0.35
O 4.29 -2.84 -1.49 -0.37
```

Record 8
Computed, not measured: ClCr as an isolated structure in a non-equilibrium geometry, with wB97M-V/def2-TZVPD.

- orbital gap (alpha / beta) (Eh) = 0.298 / 0.402
- expectation value of S² = 6.05
- E_LUMO (alpha / beta) (eV) = -8.06 / -7.02
- total charge = +1
- multiplicity = 5
- HOMO energy (alpha / beta) (eV) = -16.154 / -17.971

```
2
Properties=species:S:1:pos:R:3:lowdin_spin:R:1
Cr -0.88 0.18 -0.32 3.94
Cl 0.88 -0.18 0.32 0.06
```

Record 9
Computed, not measured: ClCu4FO8PPb as an isolated structure in a non-equilibrium geometry, with wB97M-V/def2-TZVPD.

- orbital gap (Eh) = 0.084
- E_LUMO (eV) = -7.15
- total charge = +1
- HOMO energy (eV) = -9.429

```
16
Properties=species:S:1:pos:R:3:lowdin_charge:R:1
Cu 0.52 16.46 1.11 0.57
Cu -0.57 22.49 2.61 0.84
Cu 1.21 17.57 7.83 0.62
Cu 3.45 20.84 5.50 0.68
Pb 3.16 16.42 3.74 1.45
P 1.75 14.06 2.65 -0.09
O 3.07 14.39 2.04 -0.38
O 1.06 15.40 2.81 -0.52
O 2.25 13.03 3.90 -0.32
O 0.88 13.30 1.61 -0.25
F -0.14 18.94 0.78 -0.70
Cl 0.54 19.57 4.13 0.69
O -0.81 19.82 4.39 -0.27
O 1.09 20.73 3.43 -0.38
O 1.14 19.34 5.45 -0.47
O 0.91 18.27 3.41 -0.48
```

Record 10
Computed, not measured: one molecule with the formula ClF3NO2PS in a non-equilibrium geometry, with wB97M-V/def2-TZVPD.

- orbital gap (Eh) = 0.258
- E_LUMO (eV) = -4.51
- total charge = 0
- HOMO energy (eV) = -11.520

```
9
Properties=species:S:1:pos:R:3:lowdin_charge:R:1
N 1.41 -0.50 1.38 0.19
O -0.52 -0.28 0.32 -0.59
O -2.71 -1.24 0.55 -0.45
F 2.53 1.42 0.43 -0.19
F 0.34 1.97 0.50 -0.09
F 1.15 0.51 -1.31 -0.13
P 1.03 0.58 0.30 0.37
S -1.96 -0.50 -0.44 0.63
Cl -1.28 -1.97 -1.73 0.26
```